No. 1
{"formula": "C24H29N5O2", "method": "the ωB97M-V functional and the def2-TZVPD basis", "max_force_ev_per_a": 2.0, "smiles": "CNC(=O)[C@H](Cc1ccccc1)NC(C)=O.Cc1ccc(Nc2cc(C)ncn2)cc1", "e_tot_ev": -36905.7289, "charge": 0, "species": ["O", "O", "N", "N", "N", "N", "N", "C", "C", "C", "C", "C", "C", "C", "C", "C", "C", "C", "C", "C", "C", "C", "C", "C", "C", "C", "C", "C", "C", "C", "C", "H", "H", "H", "H", "H", "H", "H", "H", "H", "H", "H", "H", "H", "H", "H", "H", "H", "H", "H", "H", "H", "H", "H", "H", "H", "H", "H", "H", "H"], "xyz": [[1.10869, -0.23279, -4.30325], [4.56645, 4.04054, -3.51977], [2.59369, 1.01181, -5.41191], [3.68086, 2.08485, -3.04072], [-1.35844, 2.45747, 1.39776], [-3.28603, -0.98292, 2.32905], [-3.29799, 1.11474, 1.53691], [2.04243, 0.55901, -4.27597], [-1.19388, -1.71578, -0.74346], [1.10772, -0.91939, -0.76329], [-2.55683, 0.13370, 2.00857], [-2.66883, 2.25222, 1.23466], [0.16354, -1.90749, -0.43124], [0.84652, 1.65772, 2.08640], [-1.20434, 0.26276, 2.20620], [-0.62197, 1.46012, 1.87698], [-1.60775, -0.53454, -1.38157], [-2.98397, -2.50798, 5.67936], [2.27222, 3.89518, -4.05069], [-3.43230, -1.70039, 4.62726], [-2.87661, -1.83002, 3.35284], [-1.97673, -3.45883, 5.46324], [2.67531, 1.00933, -2.93234], [2.13773, 0.65804, -6.75515], [-1.89588, -2.80018, 3.12696], [-1.48270, -4.31653, 6.59645], [3.57474, 3.33202, -3.50790], [1.71172, 1.33073, -1.76651], [-1.44496, -3.60985, 4.17536], [0.69702, 0.26096, -1.41148], [-0.66455, 0.45236, -1.71433], [2.14981, -1.07137, -0.52594], [4.60269, 1.87068, -2.69344], [3.22511, 0.12466, -2.61118], [-1.56170, -3.78323, 7.54903], [-0.67743, -4.35473, 3.98714], [1.40182, 0.79242, 1.71463], [-0.43431, -4.59118, 6.44374], [2.05694, 4.82571, -3.52805], [1.43610, 3.21710, -3.92126], [-1.92266, -2.47232, -0.48915], [1.17483, 2.25384, -1.97572], [1.05690, 1.78410, 3.15170], [0.48151, -2.81689, 0.05748], [1.05359, 0.77419, -6.82096], [2.61314, 1.30211, -7.49639], [3.38615, 1.62928, -5.32967], [2.31187, 1.51834, -0.87497], [-0.60632, -0.54311, 2.60435], [-3.41668, -2.38901, 6.66839], [-4.19880, -0.95396, 4.80726], [1.18898, 2.54861, 1.55181], [-2.65246, -0.38399, -1.61306], [-3.26432, 3.07034, 0.83923], [2.38946, -0.38290, -6.96737], [2.39678, 4.10225, -5.11141], [-1.47753, -2.90971, 2.13199], [-4.27021, -0.74148, 2.31582], [-2.07878, -5.23166, 6.65743], [-0.98939, 1.35503, -2.20988]], "nbo_charge": [-0.622, -0.629, -0.608, -0.624, -0.508, -0.620, -0.512, 0.650, -0.226, -0.251, 0.415, 0.278, -0.213, -0.655, -0.362, 0.285, -0.190, -0.195, -0.713, -0.246, 0.205, -0.027, -0.117, -0.412, -0.244, -0.628, 0.665, -0.446, -0.199, 0.095, -0.226, 0.202, 0.413, 0.230, 0.217, 0.211, 0.223, 0.216, 0.249, 0.210, 0.216, 0.215, 0.230, 0.209, 0.217, 0.208, 0.401, 0.222, 0.230, 0.212, 0.215, 0.232, 0.217, 0.181, 0.206, 0.241, 0.221, 0.402, 0.222, 0.212]}


No. 2
{"formula": "C24H29N5OS", "method": "the ωB97M-V functional and the def2-TZVPD basis", "max_force_ev_per_a": 0.8, "smiles": "COc1ccccc1CNC(=S)Nc1ccc2nc(N3CCN(C)CC3)cc(C)c2c1", "e_tot_ev": -45692.6905, "charge": 0, "species": ["S", "O", "N", "N", "N", "N", "N", "C", "C", "C", "C", "C", "C", "C", "C", "C", "C", "C", "C", "C", "C", "C", "C", "C", "C", "C", "C", "C", "C", "C", "C", "H", "H", "H", "H", "H", "H", "H", "H", "H", "H", "H", "H", "H", "H", "H", "H", "H", "H", "H", "H", "H", "H", "H", "H", "H", "H", "H", "H", "H"], "xyz": [[-4.99951, 2.49221, 0.70761], [-7.06066, -0.00535, -0.61028], [4.97112, 0.83863, -0.23854], [6.57197, -1.39389, 0.49722], [-3.29894, 0.94247, -0.61568], [-2.44523, 2.29786, 1.07358], [2.99429, 1.25414, 0.83263], [5.78351, -0.68527, 1.49140], [1.57884, 1.25667, -1.58654], [-0.47873, 1.79396, -0.28263], [1.04345, 1.78624, 2.05374], [1.67710, 1.51000, 0.82286], [-6.25221, -0.99287, -0.14947], [-3.51389, 1.85961, 0.35340], [-1.08198, 2.02347, 0.93632], [-4.89987, -0.91582, -0.51630], [5.74711, 0.12051, -1.22021], [0.89608, 1.51926, -0.36274], [-0.29665, 2.03275, 2.10847], [-4.03100, -1.91771, -0.11872], [6.86341, -2.75028, 0.90364], [-4.39108, 0.27548, -1.29320], [-4.46838, -2.98614, 0.64536], [5.91183, -1.34194, -0.79305], [2.91972, 1.00665, -1.54515], [5.60475, 0.77074, 1.06138], [-5.79616, -3.04768, 1.02239], [-6.68485, -2.06242, 0.62874], [3.61901, 1.00785, -0.30416], [0.84067, 1.25791, -2.88990], [-8.37297, 0.08619, -0.11415], [-1.05460, 1.86940, -1.19113], [4.78709, -1.14394, 1.62416], [1.65141, 1.79424, 2.94452], [-8.77775, 1.00714, -0.53054], [-5.19988, 0.99719, -1.41373], [6.31321, -0.72468, 2.44539], [-4.03017, -0.03470, -2.27903], [6.58541, 1.24893, 0.98450], [-2.70609, 2.87725, 1.86060], [3.44734, 0.82304, -2.46786], [-8.98792, -0.76019, -0.43931], [0.39006, 2.23295, -3.07022], [7.49227, -3.22102, 0.14912], [-3.77683, -3.75864, 0.94525], [4.97884, 1.30364, 1.77498], [7.40769, -2.72831, 1.84650], [6.73702, 0.58544, -1.26976], [-0.77781, 2.24083, 3.05360], [6.53003, -1.87050, -1.52273], [0.04486, 0.51384, -2.88107], [-6.15129, -3.87006, 1.62566], [5.95614, -3.36105, 1.03617], [-2.99096, -1.86413, -0.41189], [4.91558, -1.82380, -0.76360], [-7.71716, -2.13530, 0.93244], [-2.43908, 0.41522, -0.53978], [5.29002, 0.17092, -2.20609], [1.51530, 1.03184, -3.71201], [-8.38345, 0.15122, 0.97781]], "nbo_charge": [-0.271, -0.509, -0.408, -0.439, -0.600, -0.595, -0.513, -0.236, 0.065, -0.267, -0.175, 0.161, 0.397, 0.298, 0.128, -0.116, -0.212, -0.055, -0.222, -0.183, -0.405, -0.251, -0.244, -0.234, -0.291, -0.232, -0.192, -0.310, 0.414, -0.642, -0.251, 0.223, 0.170, 0.224, 0.203, 0.265, 0.204, 0.205, 0.197, 0.422, 0.208, 0.171, 0.227, 0.199, 0.212, 0.252, 0.202, 0.205, 0.215, 0.203, 0.221, 0.213, 0.163, 0.198, 0.163, 0.216, 0.397, 0.206, 0.220, 0.182]}


No. 3
{"formula": "C24H29NO4", "method": "the ωB97M-V functional and the def2-TZVPD basis", "max_force_ev_per_a": 0.7, "smiles": "CCOc1ccc(Cc2nccc3cc(OCC)c(OCC)cc23)cc1OCC", "e_tot_ev": -35038.0430, "charge": 0, "species": ["O", "O", "O", "O", "N", "C", "C", "C", "C", "C", "C", "C", "C", "C", "C", "C", "C", "C", "C", "C", "C", "C", "C", "C", "C", "C", "C", "C", "C", "H", "H", "H", "H", "H", "H", "H", "H", "H", "H", "H", "H", "H", "H", "H", "H", "H", "H", "H", "H", "H", "H", "H", "H", "H", "H", "H", "H", "H"], "xyz": [[4.47748, -1.02929, -0.81933], [3.06697, -1.68070, 1.18396], [-5.08451, 0.78828, -1.14259], [-2.94036, -1.11195, -0.80943], [0.44255, 3.75779, 0.37446], [2.74945, -0.46790, 0.65866], [2.38871, -2.15983, 2.32471], [-3.96237, 1.00368, -0.39282], [-1.80178, 0.53458, 0.56082], [-3.88697, 2.26840, 0.18159], [-0.52162, 2.22955, 1.90754], [-1.74387, 1.79708, 1.13618], [-5.59334, -0.51538, -1.35401], [-2.79719, 2.67035, 0.92725], [1.03897, -2.79070, 1.99309], [1.55529, 1.64009, 0.50177], [-2.88142, 0.12078, -0.20820], [6.56541, 0.13384, -1.34198], [1.27011, 4.13064, -0.60423], [2.40879, 2.03228, -0.56065], [-6.02393, -1.19652, -0.05927], [-2.33761, -3.36090, -1.22723], [3.40169, 1.14233, -1.02436], [0.55221, 2.56237, 0.90269], [1.76734, 0.37553, 1.09954], [2.23967, 3.31334, -1.11896], [3.57733, -0.08612, -0.45034], [5.41698, -0.74234, -1.83430], [-1.94628, -2.07069, -0.52249], [2.27502, -1.36381, 3.07177], [-4.87055, -1.13761, -1.88899], [-3.30580, -3.70163, -0.86967], [-6.72016, -0.56139, 0.48389], [4.01813, 1.47252, -1.84580], [-4.71845, 2.93506, 0.01512], [-1.59400, -4.12813, -1.03138], [0.35247, -2.05339, 1.58647], [-2.76709, 3.66365, 1.34601], [4.92291, -0.28840, -2.70252], [0.60386, -3.21911, 2.89198], [2.87341, 3.63631, -1.93123], [1.11335, 5.13390, -0.97822], [1.17315, -3.57667, 1.25435], [-0.20389, 1.45299, 2.60149], [-1.88631, -2.23956, 0.56250], [3.05674, -2.92280, 2.73497], [7.28639, 0.27661, -2.14225], [5.80082, -1.72262, -2.13054], [-2.40307, -3.19277, -2.29866], [-5.16134, -1.38765, 0.57394], [-0.75467, 3.13473, 2.46736], [7.05940, -0.34763, -0.50194], [-6.50920, -2.14194, -0.28668], [6.20238, 1.10512, -1.01524], [-0.96659, -1.72674, -0.88375], [1.15167, 0.09081, 1.93634], [-6.46333, -0.34902, -1.99655], [-0.96297, -0.12943, 0.69514]], "nbo_charge": [-0.491, -0.483, -0.501, -0.534, -0.445, 0.260, -0.061, 0.235, -0.312, -0.231, -0.455, -0.006, -0.060, -0.209, -0.637, -0.040, 0.307, -0.638, 0.021, -0.045, -0.639, -0.618, -0.310, 0.255, -0.307, -0.241, 0.368, -0.063, -0.061, 0.172, 0.189, 0.212, 0.211, 0.216, 0.224, 0.213, 0.204, 0.216, 0.171, 0.217, 0.211, 0.192, 0.216, 0.208, 0.170, 0.195, 0.216, 0.195, 0.215, 0.210, 0.239, 0.217, 0.212, 0.213, 0.175, 0.216, 0.182, 0.215]}